No. 1
Molecular formula: C16H44BaNO18S5
Method: DFT, the ωB97M-V functional and the def2-TZVPD basis

Output
2S+1: 1
E_HOMO (eV): -7.46
E_LUMO (eV): -4.71
HOMO-LUMO gap (eV): 2.756
Energy (eV): -110502.051
Total charge: +1

Last column: Löwdin charge in e.
CARTESIAN COORDINATES (ANGSTROEM)
Ba 2.325 5.964 -0.765  1.17
N 5.131 -2.315 1.392  0.36
H 4.868 -3.085 1.991  0.16
H 5.629 -2.548 0.545  0.16
H 5.669 -1.743 2.027  0.16
H 4.271 -1.871 1.104  0.15
C 1.347 0.869 -0.278  -1.11
O 1.261 -0.278 0.167  -0.02
O 0.413 1.644 -0.551  0.00
O 2.443 1.392 -0.489  -0.02
O 0.929 3.554 -7.107  -0.32
S 0.348 2.357 -7.710  0.75
O -1.130 2.254 -7.949  -0.34
O 1.131 2.056 -9.214  -0.29
C 0.720 2.858 -10.322  -0.27
C 1.715 4.088 -10.445  -0.06
C 0.856 0.758 -6.846  -0.08
H -0.300 3.237 -10.266  0.10
H 0.582 2.322 -11.261  0.11
H 2.747 3.874 -10.723  0.07
H 1.617 4.646 -9.515  0.06
H 1.354 4.716 -11.260  0.07
H 0.095 0.381 -6.163  0.07
H 1.768 1.043 -6.321  0.06
H 1.155 0.054 -7.623  0.06
O 5.510 4.171 4.727  -0.31
S 6.079 2.989 5.403  0.67
O 6.871 1.991 4.680  -0.32
O 6.896 3.488 6.713  -0.25
C 7.802 2.565 7.229  -0.32
C 8.550 3.206 8.372  -0.06
C 4.676 2.063 6.194  -0.10
H 8.578 2.362 6.491  0.12
H 7.285 1.657 7.541  0.12
H 9.067 4.086 7.991  0.09
H 9.350 2.549 8.714  0.09
H 7.923 3.484 9.219  0.08
H 5.027 1.202 6.763  0.06
H 4.113 1.670 5.347  0.06
H 4.131 2.801 6.782  0.07
O 0.310 -8.675 -1.993  -0.31
S 1.048 -7.836 -1.020  0.73
O 1.805 -8.399 0.088  -0.30
O 2.102 -6.783 -1.929  -0.30
C 1.646 -6.027 -3.039  -0.26
C 3.039 -5.701 -3.721  -0.07
C -0.122 -6.621 -0.296  -0.13
H 1.174 -5.097 -2.722  0.11
H 1.042 -6.567 -3.769  0.12
H 3.076 -5.314 -4.739  0.07
H 3.659 -6.586 -3.864  0.07
H 3.576 -4.997 -3.084  0.06
H -0.662 -6.020 -1.029  0.07
H 0.362 -5.911 0.374  0.06
H -0.836 -7.118 0.360  0.07
O -3.159 6.057 -0.782  -0.33
S -4.457 5.927 -0.137  0.68
O -5.082 7.143 0.504  -0.31
O -5.542 5.320 -1.220  -0.25
C -5.107 4.369 -2.195  -0.29
C -5.421 2.967 -1.774  -0.07
C -4.326 4.602 1.024  -0.12
H -4.068 4.482 -2.504  0.12
H -5.611 4.566 -3.141  0.12
H -4.718 2.632 -1.012  0.06
H -5.222 2.262 -2.581  0.09
H -6.419 2.931 -1.338  0.09
H -3.891 3.812 0.412  0.05
H -5.292 4.173 1.292  0.09
H -3.623 4.939 1.786  0.08
O -7.421 -1.281 3.737  -0.33
S -6.126 -1.465 4.421  0.73
O -5.485 -0.405 5.250  -0.32
O -6.188 -2.846 5.369  -0.30
C -6.864 -4.002 4.845  -0.27
C -8.126 -4.295 5.725  -0.06
C -4.927 -2.142 3.084  -0.08
H -6.161 -4.835 4.860  0.12
H -7.338 -3.831 3.878  0.11
H -8.833 -3.470 5.811  0.08
H -7.951 -4.553 6.769  0.07
H -8.546 -5.111 5.137  0.07
H -4.519 -3.045 3.539  0.05
H -4.162 -1.391 2.892  0.06
H -5.438 -2.368 2.148  0.06

No. 2
Molecular formula: CH6N2P2
Method: DFT, the ωB97M-V functional and the def2-TZVPD basis

Output
2S+1: 1
E_HOMO (eV): -8.70
E_LUMO (eV): -0.33
HOMO-LUMO gap (eV): 8.365
Energy (eV): -22689.961
Total charge: 0
Energy relative to the best compared isomer or geometry (same formula, charge and spin) (kcal per mole): 23.1

Last column: Löwdin charge in e.
CARTESIAN COORDINATES (ANGSTROEM)
C -0.049 -0.068 0.833  -0.61
N 0.898 -1.096 1.176  -0.54
N -0.927 0.934 -1.722  -0.29
P 0.464 -2.302 2.094  0.77
P -0.611 -0.633 -0.979  0.78
H 0.367 0.957 0.752  0.06
H -0.955 -0.097 1.587  0.06
H -0.166 1.333 -2.216  -0.01
H -1.834 1.097 -2.167  0.02
H 1.689 -2.956 2.376  -0.17
H 0.823 -0.710 -0.984  -0.07

What is the formula in the first record?
C16H44BaNO18S5

Please write out number 2 again, unchanged.
Molecular formula: CH6N2P2
Method: DFT, the ωB97M-V functional and the def2-TZVPD basis

Output
2S+1: 1
E_HOMO (eV): -8.70
E_LUMO (eV): -0.33
HOMO-LUMO gap (eV): 8.365
Energy (eV): -22689.961
Total charge: 0
Energy relative to the best compared isomer or geometry (same formula, charge and spin) (kcal per mole): 23.1

Last column: Löwdin charge in e.
CARTESIAN COORDINATES (ANGSTROEM)
C -0.049 -0.068 0.833  -0.61
N 0.898 -1.096 1.176  -0.54
N -0.927 0.934 -1.722  -0.29
P 0.464 -2.302 2.094  0.77
P -0.611 -0.633 -0.979  0.78
H 0.367 0.957 0.752  0.06
H -0.955 -0.097 1.587  0.06
H -0.166 1.333 -2.216  -0.01
H -1.834 1.097 -2.167  0.02
H 1.689 -2.956 2.376  -0.17
H 0.823 -0.710 -0.984  -0.07

Repeat the second record exactly.
Molecular formula: CH6N2P2
Method: DFT, the ωB97M-V functional and the def2-TZVPD basis

Output
2S+1: 1
E_HOMO (eV): -8.70
E_LUMO (eV): -0.33
HOMO-LUMO gap (eV): 8.365
Energy (eV): -22689.961
Total charge: 0
Energy relative to the best compared isomer or geometry (same formula, charge and spin) (kcal per mole): 23.1

Last column: Löwdin charge in e.
CARTESIAN COORDINATES (ANGSTROEM)
C -0.049 -0.068 0.833  -0.61
N 0.898 -1.096 1.176  -0.54
N -0.927 0.934 -1.722  -0.29
P 0.464 -2.302 2.094  0.77
P -0.611 -0.633 -0.979  0.78
H 0.367 0.957 0.752  0.06
H -0.955 -0.097 1.587  0.06
H -0.166 1.333 -2.216  -0.01
H -1.834 1.097 -2.167  0.02
H 1.689 -2.956 2.376  -0.17
H 0.823 -0.710 -0.984  -0.07

What is the 2S+1 in the second record?
1